No. 1
Formula: C17H13ClN2O6V
Source: OMol25
Level of theory: ωB97M-V/def2-TZVPD

Each line ends with the Mulliken spin population.
Atoms and positions in Å:
C: -2.57151 -0.92133 -0.06745  -0.028
C: -1.83599 -1.13466 -1.30770  0.014
C: -1.31907 0.14500 -1.73971  -0.010
H: -1.72081 -2.04039 -1.85482  -0.002
C: -1.73596 1.14916 -0.79787  -0.058
C: -2.53009 0.50479 0.21859  0.021
H: -2.88625 1.00071 1.11042  0.001
H: -2.84483 -1.70479 0.62842  -0.002
H: -0.86295 0.34470 -2.67525  0.004
H: -1.49877 2.20049 -0.90085  0.005
V: -0.66702 -0.36757 0.15111  1.129
Cl: 0.25025 -2.44193 1.21527  -0.010
C: 2.58427 0.13241 0.24743  0.056
C: 2.05075 1.35400 -0.28245  -0.039
C: 1.51825 1.07129 -1.58152  -0.020
H: 2.09564 2.32505 0.20078  0.002
C: 1.73257 -0.32174 -1.86012  0.036
C: 2.42138 -0.89861 -0.74066  -0.111
H: 2.77450 -1.91513 -0.64911  0.001
H: 3.05427 0.00790 1.21836  0.000
H: 1.07324 1.81423 -2.24000  0.002
H: 1.44679 -0.86368 -2.75654  0.001
O: -1.37284 2.22843 2.41577  0.000
C: -0.47205 1.43806 2.74928  -0.002
O: 0.36036 0.76079 2.04399  0.011
C: -0.26092 1.08365 4.18260  -0.002
C: 0.62005 0.03719 4.53088  0.001
C: 0.82647 -0.30914 5.87454  0.000
C: 0.14784 0.38172 6.89460  0.000
C: -0.68832 1.45858 6.53875  0.000
C: -0.88724 1.81176 5.18919  -0.001
N: -1.40352 2.15947 7.56950  0.000
O: -1.25391 1.77520 8.74858  0.000
O: -2.14114 3.10126 7.22723  0.000
N: 1.68524 -1.42253 6.18972  0.000
O: 2.27867 -1.98065 5.24637  0.000
O: 1.78250 -1.77200 7.38322  0.000
H: 1.13058 -0.53274 3.75544  0.002
H: 0.26432 0.09523 7.92373  0.000
H: -1.52689 2.63922 4.90288  0.000

Its expectation value of S² is 0.875. The calculation puts the highest occupied orbital energy (alpha / beta) at -8.5 / -8.5 eV. Its multiplicity is 2. The energy above the lowest of the compared OMol25 structures with the same formula, charge and spin comes out at 0.000 eV. The calculation puts the LUMO energy (alpha / beta) at -3.3 / -3.2 eV.

=====

No. 2
Formula: C9H5N6
Source: OMol25
Level of theory: ωB97M-V/def2-TZVPD

Each line ends with the Mulliken charge.
Atoms and positions in Å:
C: 0.90833 1.00201 -1.31340  0.983
C: 0.07035 1.78368 -1.93484  -0.871
C: -1.40100 1.62601 -2.07066  0.068
N: -2.20068 1.00939 -1.30634  -0.528
C: -1.84138 0.38470 -0.17824  0.751
C: -0.81669 0.82506 0.70059  -0.587
N: 0.04222 -0.22323 0.97006  0.147
C: -0.53720 -1.47560 1.25562  0.614
C: 0.29762 -2.48504 1.72931  -0.415
C: 1.66649 -2.28686 1.65661  -0.244
N: 2.14077 -1.31888 0.88795  -0.389
C: 1.40061 -0.38696 0.41014  0.269
N: 1.67837 0.19370 -0.77454  -0.365
N: -1.86472 -1.54664 1.08312  -0.485
N: -2.38965 -0.73451 0.29816  -0.137
H: 0.42188 2.70269 -2.38998  0.433
H: -1.84298 2.14799 -2.90817  0.436
H: -0.61692 1.81530 1.07449  0.415
H: -0.13985 -3.41439 2.05263  0.452
H: 2.38573 -2.97803 2.06626  0.454

The calculation puts the highest occupied orbital energy at -13.2 eV. Its SMILES is C1=C/C=N\C2=CN3C(=CC=NC3=[N+]=1)N=N2. The energy above the lowest of the compared OMol25 structures with the same formula, charge and spin comes out at 0.000 eV. The calculation puts the LUMO energy at -6.5 eV. Its charge is +1.

=====

No. 3
Formula: C3H4O3Rh
Source: OMol25
Level of theory: ωB97M-V/def2-TZVPD

Each line ends with the Mulliken spin population.
Atoms and positions in Å:
O: 2.56974 0.64010 -0.47541  0.013
C: 1.96621 1.04762 -1.37932  -0.020
C: 1.18904 2.20078 -1.79527  0.025
H: 0.48272 1.04426 -1.55296  0.011
H: 0.63223 2.08569 -2.73532  0.009
H: 1.82258 2.99926 -2.21034  0.011
Rh: 2.75025 2.46958 1.49463  2.787
O: 1.53855 3.22346 0.10016  0.193
C: 1.46122 4.46616 0.44328  0.843
O: 2.48343 4.58785 1.34019  0.117
H: 2.82502 5.48795 1.42505  0.011

Its expectation value of S² is 6.010. The calculation puts the highest occupied orbital energy (alpha / beta) at -24.8 / -24.8 eV. Its multiplicity is 5. The energy above the lowest of the compared OMol25 structures with the same formula, charge and spin comes out at 5.131 eV. The calculation puts the LUMO energy (alpha / beta) at -16.1 / -18.3 eV. Its charge is +3.

=====

No. 4
Formula: C5H9NO
Source: OMol25
Level of theory: ωB97M-V/def2-TZVPD

Each line ends with the Mulliken charge.
Atoms and positions in Å:
C: -0.53100 -1.03958 1.57376  -1.451
C: -0.54485 0.14522 0.63753  -0.011
N: 0.52369 1.18929 0.81344  -0.550
C: 1.02549 -0.96401 -1.10409  -0.785
C: -0.01704 0.04686 -0.79337  1.073
O: -0.65795 -0.46435 -1.97630  -0.544
C: 0.37608 1.50020 -0.64997  -0.593
H: -0.55006 -0.69138 2.61193  0.385
H: -1.41626 -1.66553 1.41601  0.343
H: 0.35614 -1.65991 1.41249  0.298
H: -1.50538 0.67481 0.68534  0.334
H: 1.39322 0.64812 0.89119  0.332
H: 1.74123 -0.43050 -1.76333  0.212
H: -1.01830 -1.34537 -1.78486  0.368
H: -0.44212 2.21775 -0.78260  0.282
H: 1.26712 1.83838 -1.18716  0.306

The calculation puts the highest occupied orbital energy at -8.9 eV. The energy above the lowest of the compared OMol25 structures with the same formula, charge and spin comes out at 5.961 eV. The calculation puts the LUMO energy at 0.1 eV.

=====

No. 5
Formula: C10H8N2Se
Source: OMol25
Level of theory: ωB97M-V/def2-TZVPD

Each line ends with the Mulliken spin population.
Atoms and positions in Å:
C: 1.39060 -1.43750 -3.11260  0.282
C: 0.18898 -0.80813 -3.24514  0.035
C: -0.93754 2.10502 2.80890  0.000
C: 0.26109 1.56631 2.27132  0.001
C: 1.92360 -1.55918 -1.78869  0.428
C: -2.05110 1.28241 2.71085  0.003
C: -0.38770 -0.22235 -2.10826  0.585
C: -0.97956 -0.41435 1.59957  -0.012
C: 0.17207 0.34016 1.68422  0.012
C: 1.34291 -0.83157 -0.79948  0.177
N: -2.04032 0.04973 2.24945  -0.001
N: 0.23219 -0.15174 -0.92953  0.089
Se: 2.01197 -0.52491 0.93579  0.318
H: 1.74673 -1.93876 -3.93558  0.047
H: -0.21288 -0.80923 -4.24674  -0.013
H: -1.19634 3.01800 3.27008  0.000
H: 1.31396 2.07997 2.20525  -0.004
H: 2.82331 -2.07473 -1.42173  0.017
H: -3.15177 1.50749 3.03767  0.000
H: -1.38537 0.21803 -2.32296  0.038
H: -1.06482 -1.39467 1.13760  -0.001

Its expectation value of S² is 2.014. The calculation puts the highest occupied orbital energy (alpha / beta) at -5.0 / -8.9 eV. Its multiplicity is 3. The calculation puts the LUMO energy (alpha / beta) at 0.2 / -3.1 eV.

=====

No. 6
Formula: C21H29N3OS
Source: OMol25
Level of theory: ωB97M-V/def2-TZVPD

Each line ends with the Mulliken charge.
Atoms and positions in Å:
C: 0.95624 1.73358 -2.55229  -0.906
C: 2.21731 2.48262 -2.27437  0.055
N: 2.58276 3.49105 -3.11060  -0.668
C: 3.68218 4.04031 -2.75612  -0.172
S: 4.41078 3.37557 -1.32884  -0.150
C: 3.08166 2.26173 -1.23731  -0.036
C: 2.99652 1.22624 -0.17269  1.576
C: 4.05389 0.12724 -0.38120  -0.950
C: 3.87513 -1.01154 0.60985  0.782
O: 4.51529 -1.04592 1.64444  -0.684
N: 2.98619 -1.98798 0.29934  0.111
C: 2.85098 -3.13595 1.17728  -1.045
C: 1.42961 -3.24354 1.72590  -0.585
C: 0.41985 -3.27690 0.58016  -0.970
C: 0.62706 -2.07059 -0.35077  -0.410
N: 0.32416 -0.81194 0.28902  0.310
C: -0.96348 -0.34349 0.49987  0.692
C: -2.06162 -0.73831 -0.26254  -1.348
C: -3.30347 -0.17179 -0.05082  -0.245
C: -3.50433 0.80318 0.91712  1.037
C: -4.86343 1.41424 1.15233  0.120
C: -5.86728 0.35149 1.60495  -1.464
C: -5.36538 2.13325 -0.10161  -1.477
C: -2.40711 1.19764 1.67237  -1.150
C: -1.16252 0.63789 1.47316  -0.525
C: 2.09031 -2.03487 -0.82902  -1.345
H: 0.36331 2.30257 -3.26203  0.404
H: 1.17606 0.76001 -2.99039  0.211
H: 0.37860 1.57873 -1.64330  0.201
H: 4.14555 4.85223 -3.27948  0.457
H: 1.99383 0.79783 -0.19613  -1.169
H: 3.15882 1.67998 0.80791  0.480
H: 5.04149 0.55258 -0.19272  0.506
H: 4.03178 -0.23492 -1.40973  0.411
H: 3.57325 -3.01727 1.98633  0.456
H: 3.09601 -4.04064 0.60723  0.337
H: 1.34346 -4.14939 2.32696  0.413
H: 1.22642 -2.39357 2.38041  0.287
H: -0.59896 -3.25939 0.97259  0.393
H: 0.54707 -4.19586 0.00413  0.462
H: -0.01128 -2.16972 -1.23325  0.511
H: 0.94066 -0.62343 1.06934  0.374
H: -1.95694 -1.49307 -1.02679  0.335
H: -4.13156 -0.50603 -0.65833  0.264
H: -4.76791 2.15524 1.95416  0.387
H: -5.50603 -0.15450 2.49780  0.349
H: -6.01805 -0.39279 0.82685  0.288
H: -6.82734 0.81058 1.83122  0.449
H: -5.50861 1.43038 -0.91858  0.285
H: -4.64702 2.88597 -0.41913  0.358
H: -6.31560 2.62351 0.09945  0.453
H: -2.52786 1.95402 2.43522  0.283
H: -0.32402 0.96062 2.07584  0.453
H: 2.22969 -1.17185 -1.47496  0.351
H: 2.29391 -2.94502 -1.40822  0.460

The calculation puts the highest occupied orbital energy at -7.9 eV. Its SMILES is Cc1ncsc1CCC(=O)N1CCC[C@@H](Nc2ccc(C(C)C)cc2)C1. The energy above the lowest of the compared OMol25 structures with the same formula, charge and spin comes out at 0.025 eV. The calculation puts the LUMO energy at 0.7 eV.